1.
# C14H32N6O7Tm

C14H32N6O7Tm as an isolated structure in a non-equilibrium geometry (ωB97M-V/def2-TZVPD, OMol25).

```
60
Properties=species:S:1:pos:R:3
O 1.5336 -2.9525 -3.2158
H 1.9794 -3.7300 -3.5858
Tm 0.0546 -1.1525 -0.3092
N -2.1881 -1.3090 -1.0533
N -0.2977 -0.4230 -2.4741
N 1.4249 -1.1605 1.5646
N 2.3471 -1.0096 -0.8165
O -3.0565 -1.8917 -0.2923
O 0.8795 -0.9761 2.8690
O 2.8521 -0.9002 -2.0775
O 0.7248 0.0048 -3.1798
C -1.5580 -0.2217 -2.9829
C -2.6117 -0.5616 -2.1011
C 2.7495 -0.9857 1.4969
C 3.2697 -0.9297 0.1626
C -4.0296 -0.1535 -2.2803
H -4.1986 0.8573 -1.8836
H -4.6811 -0.8359 -1.7349
H -4.3195 -0.1406 -3.3342
C -1.7367 0.3797 -4.3322
H -1.4727 -0.3397 -5.1254
H -1.0939 1.2635 -4.4238
H -2.7770 0.6764 -4.5056
C 3.5881 -0.6916 2.6928
C 4.7058 -0.6539 -0.1089
H 2.9713 -0.7915 3.5930
H 3.9698 0.3384 2.6413
H 4.4494 -1.3694 2.7530
H 4.8846 -0.6680 -1.1851
H 5.3493 -1.3995 0.3779
H 4.9940 0.3291 0.2968
H 0.3546 -0.1642 2.7822
H 2.0548 -0.5960 -2.6504
C 0.7557 -3.3651 -2.0786
H -0.2165 -2.8465 -2.1448
H 1.2850 -3.1446 -1.1294
H 0.5774 -4.4520 -2.1191
O -0.8915 -3.0063 0.6874
H -0.6606 -3.2797 1.5970
H -1.8835 -2.9192 0.5792
C -2.4982 0.2902 2.6287
N -1.8238 1.5715 2.4132
C -2.2061 2.6836 3.2663
C -0.8958 1.6133 1.4437
O -0.6857 0.5134 0.8121
N -0.1812 2.6965 1.0916
C -0.2131 3.9912 1.7541
C 0.8064 2.5313 0.0336
H -3.2737 0.4336 3.3925
H -1.7816 -0.4652 2.9927
H -2.9534 -0.0999 1.7048
H -1.3833 3.0118 3.9161
H -2.5620 3.5455 2.6884
H -3.0168 2.3330 3.9000
H 0.5322 4.6068 1.2523
H -1.1918 4.4684 1.6259
H 0.0545 3.9336 2.8206
H 1.5679 1.7834 0.3083
H 0.3312 2.2296 -0.9100
H 1.2930 3.4997 -0.1038
```

Computed properties:
* total charge: +1
* 2S+1: 3
* ΔE to the lowest compared entry with this formula, charge and spin: 0.0 kJ/mol
* total energy: -67831.0647 eV

---

2.
# C27H35N4O6PbSb

C27H35N4O6PbSb as an isolated structure in a non-equilibrium geometry (ωB97M-V/def2-TZVPD, OMol25).

```
74
Properties=species:S:1:pos:R:3
O -1.3047 0.9045 -6.7767
H -1.8583 0.4777 -7.4387
Pb -1.2637 0.5321 -1.5985
N -0.9631 2.0564 -0.4205
N 0.1164 1.4344 -2.6433
N -2.2690 -0.5314 -0.2780
N -1.4170 -1.1210 -2.6480
O -1.6710 2.4137 0.7340
O -2.7358 -0.1643 0.9990
O -0.8643 -1.4288 -3.9078
O 0.9025 0.8625 -3.6522
C 0.6633 2.5933 -2.0161
C 0.0824 2.9316 -0.8410
C -2.5124 -1.7366 -0.6460
C -1.9523 -2.1008 -2.0184
C 0.4335 4.1140 0.0571
H 0.6963 3.7552 1.0526
H -0.4255 4.7786 0.1523
H 1.2710 4.7028 -0.3088
C 1.8093 3.3156 -2.7189
H 1.5182 3.5607 -3.7409
H 2.6838 2.6659 -2.7642
H 2.1062 4.2406 -2.2309
C -3.2560 -2.8002 0.1696
C -2.0848 -3.5422 -2.5237
H -3.9326 -2.3569 0.9002
H -2.5504 -3.4270 0.7142
H -3.8704 -3.4419 -0.4610
H -1.3287 -3.7859 -3.2697
H -3.0607 -3.6995 -2.9820
H -1.9589 -4.2687 -1.7214
H -2.4362 0.7523 1.0894
H -0.7013 -0.5434 -4.2872
C -2.1023 1.2885 -5.7216
H -1.6760 2.0613 -5.0978
H -2.5907 0.4612 -5.2267
H -2.9447 1.8137 -6.1727
O -3.3226 1.6473 -1.7420
H -3.2204 0.7109 -1.3848
H -2.5569 2.1579 -1.3443
C 1.1366 3.1215 4.2727
C 2.2574 2.7867 3.5148
C 2.1589 1.8415 2.4844
C 0.9356 1.1925 2.1995
C -0.1807 1.5695 2.9740
C -0.0840 2.5161 3.9969
Sb 0.7707 -0.3004 0.5224
C 2.7991 -0.7310 1.0648
C 3.8599 -0.5872 0.1689
C 5.1677 -0.8561 0.5931
C 5.4121 -1.2709 1.9094
C 4.3494 -1.4224 2.8028
C 3.0476 -1.1569 2.3813
C -0.2531 -1.8978 1.6606
C 0.1822 -3.2016 1.3750
C -0.3234 -4.3054 2.0771
C -1.2704 -4.1235 3.0846
C -1.7064 -2.8388 3.3944
C -1.1988 -1.7374 2.6988
H 1.2087 3.8569 5.0644
H 3.2030 3.2693 3.7207
H 3.0485 1.6337 1.9138
H -1.1489 1.1719 2.7955
H -0.9628 2.7856 4.5708
H 3.6723 -0.2573 -0.8435
H 5.9932 -0.7390 -0.0942
H 6.4218 -1.4729 2.2387
H 4.5326 -1.7401 3.8222
H 2.2294 -1.2693 3.0830
H 0.9264 -3.3628 0.6077
H 0.0235 -5.3034 1.8418
H -1.6634 -4.9725 3.6287
H -2.4356 -2.6904 4.1832
H -1.5596 -0.7888 3.0101
```

Computed properties:
* ΔE to the lowest compared entry with this formula, charge and spin: 622.7 kJ/mol
* total energy: -58580.5275 eV

---

3.
# C4H7NO2

One molecule with the formula C4H7NO2 in a non-equilibrium geometry (ωB97M-V/def2-TZVPD, OMol25).

```
14
Properties=species:S:1:pos:R:3
O -1.4364 -1.4761 1.3226
C -0.7696 -1.0430 0.4128
N -0.8296 -1.2415 -0.9354
C 0.5282 -0.5462 -1.1576
C 0.5308 -0.2866 0.4366
C 0.4840 1.1252 0.7443
O -0.7674 1.6985 0.2772
H -1.6539 -1.2860 -1.6543
H 0.6743 0.4141 -2.0300
H 1.2019 -1.3748 -1.6731
H 1.1464 -0.9455 1.0532
H 0.6608 1.0785 1.9580
H 1.3848 1.6928 0.3038
H -1.1543 2.1905 0.9420
```

Computed properties:
* ΔE to the lowest compared entry with this formula, charge and spin: 315.2 kJ/mol
* SMILES string: O=C1NC[C@H]1CO
* total energy: -9844.0132 eV